1.
The following is a DFT calculation (wB97M-V/def2-TZVPD) of a gas-phase ion, C9H12N4 (charge +2).

The charge is +2. The multiplicity is 1.

Each line ends with the Löwdin charge.
Geometry (Å):
H: 4.154 0.618 1.463  0.171
H: 1.004 3.729 0.117  0.085
C: 2.429 1.571 0.858  0.108
H: -3.479 0.137 -1.766  0.174
C: 1.670 -1.311 2.711  0.154
N: -1.584 0.777 -1.101  0.168
H: -3.014 -3.101 -1.235  0.100
C: -0.777 -1.183 -0.829  0.038
H: -0.067 -2.002 -0.628  0.182
N: -1.958 -1.364 -1.434  -0.041
C: -2.533 -2.546 -1.991  0.028
H: -1.808 -3.196 -2.432  0.105
C: 0.292 2.975 0.315  0.029
H: 2.948 2.510 0.674  0.152
H: 0.875 -1.981 2.165  0.168
H: -0.291 2.934 1.242  0.123
H: -3.206 -2.308 -2.893  0.159
C: 1.024 1.659 0.365  -0.229
N: 0.667 0.506 -0.089  0.182
C: -2.434 -0.098 -1.569  -0.028
N: -0.557 0.117 -0.601  -0.081
H: -0.377 3.009 -0.547  0.089
C: 3.037 0.519 1.460  -0.020
H: 1.555 -1.394 3.719  0.086
C: 2.432 -0.576 2.026  0.098

=====

2.
The following is a DFT calculation (wB97M-V/def2-TZVPD) of a molecular structure, C52H93Br24NO8P.

The charge is +1. The multiplicity is 1.

Each line ends with the Löwdin charge.
Geometry (Å):
C: -0.749 -2.963 -0.359  -0.136
H: 2.956 6.860 -1.923  0.015
O: -2.195 0.851 -0.613  -0.037
H: 7.142 5.148 -10.970  0.058
H: -2.709 0.895 -11.090  0.061
H: 6.537 6.082 -4.043  0.061
H: 7.025 5.716 -2.367  0.055
C: -2.333 -1.351 -4.698  -0.247
C: 4.513 1.402 6.793  -0.164
H: -5.943 -4.348 3.698  -0.015
Br: 4.873 4.599 -2.975  0.607
H: 2.394 -2.666 4.835  0.080
Br: -6.529 -4.663 0.501  0.626
H: -1.707 -2.635 2.398  0.134
H: 5.263 0.478 6.843  -0.016
H: -2.330 -5.786 1.125  0.091
H: 4.596 5.169 -8.113  0.049
H: 0.373 8.518 -2.366  0.054
N: -0.613 -0.991 1.314  -0.069
C: -5.501 0.113 1.083  -0.123
H: 1.953 9.018 -3.022  0.060
H: -8.820 -9.529 4.224  0.063
H: -3.486 -0.132 -2.434  0.141
Br: -3.634 -3.013 4.960  0.609
H: 5.687 -7.522 10.584  0.057
H: -7.609 -8.265 5.929  0.062
H: -3.237 1.237 2.832  0.109
H: -2.500 -1.822 0.544  0.150
H: 0.030 -3.229 -7.152  0.064
H: 2.614 1.262 -1.562  0.076
H: -4.953 4.843 5.620  0.063
Br: 8.232 4.650 -8.809  0.587
H: -0.955 -5.751 -2.102  0.098
H: 0.387 -1.300 1.119  0.177
C: -6.377 -3.618 4.387  -0.713
H: -0.206 0.231 -10.680  0.044
H: -0.797 1.248 -4.611  0.079
C: 3.360 2.279 0.369  -0.330
Br: 0.640 2.522 -10.147  0.580
Br: 8.154 2.990 -2.436  0.601
H: -7.341 -3.992 4.744  0.060
C: -1.902 2.768 0.970  -0.031
Br: 4.254 3.524 -6.300  0.594
H: -3.435 -0.441 1.943  0.110
Br: -8.452 -8.184 2.183  0.708
C: -3.308 0.707 1.765  -0.126
C: -0.033 1.178 2.754  -0.091
H: 7.102 3.589 -4.623  0.033
Br: 0.973 5.133 -6.839  0.565
C: -8.368 -4.932 1.091  -0.730
Br: 4.342 -6.098 9.033  0.631
C: -2.399 -2.051 -3.211  -0.143
C: 1.366 8.168 -2.664  -0.675
H: -3.698 -1.592 -1.263  0.113
C: 2.996 0.917 -0.488  -0.090
H: 4.439 2.616 -0.014  0.123
C: 1.335 -2.657 4.285  0.118
C: 2.214 2.097 3.061  -0.118
H: -5.389 3.740 4.289  0.059
H: 0.702 -1.557 -8.803  0.046
H: -2.383 -2.251 -5.481  0.135
H: -2.524 3.309 1.833  0.095
H: 6.525 1.425 4.507  0.096
H: -0.075 -2.905 -1.319  0.121
C: 6.669 5.283 -3.307  -0.669
C: 4.841 -6.852 10.761  -0.679
H: -6.546 0.422 0.597  0.124
Br: -5.442 1.037 5.469  0.608
C: 2.100 7.438 -1.564  -0.652
C: -5.246 2.807 6.264  -0.684
H: -0.355 4.435 0.717  0.019
Br: 7.387 -0.684 10.089  0.609
C: -1.416 -1.551 0.120  -0.145
H: -5.052 -0.724 0.365  0.103
Br: 0.922 6.192 -0.635  0.759
O: -4.531 1.251 1.092  -0.219
H: 1.920 4.094 0.925  0.048
C: -1.679 -0.445 -1.064  -0.346
H: -0.499 1.375 -12.016  0.061
H: -0.980 1.548 3.362  0.122
C: 5.050 1.783 2.553  -0.010
C: 5.336 -2.562 9.392  -0.743
C: -4.836 3.828 5.229  -0.671
Br: -6.805 -2.029 3.341  0.694
H: 6.182 -3.232 9.216  0.009
Br: -5.903 -7.061 4.608  0.672
H: -0.025 -3.347 0.510  0.121
H: 6.041 3.037 -11.521  0.060
O: -1.699 -5.080 -2.265  -0.209
H: -0.902 3.601 -1.022  0.070
C: -0.104 0.932 -2.349  -0.198
Br: -9.699 -3.680 -1.118  0.610
H: 3.975 -7.443 11.073  0.060
H: 4.410 -4.947 11.749  0.052
H: 8.496 4.635 -4.249  0.062
Br: 7.411 1.375 -10.308  0.608
H: 0.552 0.454 3.460  0.124
H: -5.426 -4.114 6.257  0.051
C: 5.631 -1.475 10.399  -0.695
C: 2.769 5.817 -7.171  -0.683
C: 5.423 1.574 4.139  -0.023
H: 4.002 0.314 -0.702  0.098
H: 2.437 8.138 -0.795  0.063
Br: 1.755 -2.990 -5.399  0.596
H: 3.125 6.250 -6.231  0.016
H: 3.202 4.123 -8.487  0.037
C: 7.589 4.221 -10.600  -0.694
H: -2.224 1.458 -3.265  0.083
H: 4.470 -3.152 9.705  0.017
Br: -2.275 0.811 -8.658  0.615
H: 3.545 1.131 7.395  0.075
H: -4.531 2.711 7.086  0.055
H: 0.229 0.835 0.527  0.167
H: -0.875 2.759 -3.480  0.094
C: -1.023 -1.676 2.595  -0.144
H: -10.236 -5.642 0.285  0.058
Br: 1.958 0.080 -7.442  0.581
H: -3.233 -0.085 -5.931  0.074
H: -5.773 -2.375 6.084  0.045
H: -8.668 -4.025 1.625  0.033
H: 0.948 0.804 -2.903  0.136
C: 3.497 2.045 1.990  -0.040
H: -2.292 2.518 -10.483  0.058
O: 0.858 2.363 2.562  -0.161
H: 1.560 3.246 -0.822  0.056
Br: -2.942 3.670 4.792  0.641
C: 0.564 -2.342 -6.800  -0.699
H: 5.681 -1.888 11.410  0.044
H: -6.232 3.046 6.672  0.062
H: 8.467 3.980 -11.205  0.055
H: -3.209 -2.925 -3.306  0.133
Br: 6.892 -4.974 11.457  0.664
H: -8.321 -5.765 1.798  -0.068
C: -7.658 -7.852 4.918  -0.667
C: -2.909 -1.084 -2.002  -0.056
C: -2.004 1.463 -10.476  -0.679
H: 2.258 0.186 0.052  0.061
H: -7.108 -9.609 3.735  0.058
H: 2.225 -2.279 -8.224  0.056
C: -2.006 1.104 0.813  -0.273
Br: 4.837 -1.807 7.664  0.671
C: 5.137 -5.765 11.767  -0.674
C: -7.954 -8.939 3.911  -0.667
Br: 1.120 7.027 -4.227  0.623
H: 5.827 3.229 -9.761  0.035
H: -8.384 -7.034 4.900  0.057
C: 2.369 3.569 -0.020  -0.178
C: 7.574 4.202 -3.850  -0.695
C: -1.091 1.587 -3.531  -0.056
C: -0.573 0.519 1.355  -0.100
H: 5.941 1.761 1.760  0.099
H: 4.905 -0.657 10.381  0.055
H: 5.186 -6.179 12.779  0.061
C: 0.348 -2.317 3.312  -0.046
C: 2.629 1.880 4.653  0.026
O: -0.499 -0.410 -1.925  -0.136
H: 3.029 4.400 -0.567  0.023
H: -1.649 -1.009 3.339  0.139
C: -5.473 -3.281 5.550  -0.674
C: 4.152 1.619 5.204  -0.180
H: -5.708 -0.283 2.175  -0.034
C: 1.342 -1.706 -7.928  -0.681
H: -1.375 -2.591 -3.044  0.094
C: -0.585 1.225 -10.936  -0.684
H: 0.115 1.693 -1.473  0.082
H: -8.837 -5.998 -0.762  0.054
O: -1.571 -5.714 0.465  -0.235
H: 5.089 2.346 7.192  0.094
H: -0.147 -1.660 -6.325  0.007
P: -1.987 -4.397 -0.652  0.761
C: -9.272 -5.269 -0.072  -0.709
C: 6.563 3.113 -10.562  -0.699
C: -1.037 3.644 0.140  -0.016
H: 1.712 1.920 5.416  0.104
H: 2.637 6.615 -7.907  0.066
O: -3.466 -0.472 -5.020  -0.127
C: 3.674 4.736 -7.714  -0.678
O: -3.501 -4.041 -0.385  -0.407
H: -1.274 -0.872 -4.833  0.089

=====

3.
The following is a DFT calculation (wB97M-V/def2-TZVPD) of a molecular structure, C38H27F6N14O4PbS2.

The charge is +1. The multiplicity is 1.

Each line ends with the Löwdin charge.
Geometry (Å):
H: 1.162 -5.518 -0.845  0.106
C: -2.894 1.304 4.407  0.007
C: 1.193 -3.523 -0.451  -0.509
H: 1.360 -4.529 -2.170  0.107
N: -3.092 1.800 1.340  0.236
N: 1.519 -4.636 -1.179  0.164
C: -2.748 2.369 0.251  -0.246
C: 3.492 -1.517 1.242  -0.099
H: 6.002 -3.690 1.674  0.114
H: -3.417 2.229 4.208  0.122
C: 6.099 -1.902 0.503  -0.039
F: 0.142 -0.537 -5.935  0.171
H: 2.268 -2.925 4.101  0.075
N: -0.166 -1.783 1.668  0.101
C: -2.359 0.560 3.372  -0.102
S: -1.931 -2.541 -2.390  0.576
C: 1.241 -3.198 4.330  -0.049
C: -3.691 -2.774 -2.902  -0.690
H: -5.634 2.947 0.220  0.121
C: -2.743 0.816 5.696  -0.054
C: -5.032 3.305 -0.603  0.014
N: 1.228 2.109 -1.436  0.093
C: -1.596 -1.152 4.857  -0.027
O: -2.016 -1.782 -1.157  -0.435
N: -1.450 2.420 -0.273  0.089
C: -3.670 3.110 -0.635  -0.097
F: 0.977 -0.050 -3.996  0.108
C: 4.129 -2.644 1.712  0.009
H: 3.635 -3.368 2.346  0.107
C: -0.699 -4.390 3.357  -0.043
N: 3.388 1.380 -0.733  0.233
S: -1.640 -0.293 -4.019  0.581
H: -2.113 -2.023 1.982  0.176
C: 5.460 -2.821 1.327  -0.041
H: -0.546 -5.275 3.972  0.096
H: 1.436 -2.295 -1.869  0.072
C: -2.104 -0.401 5.912  -0.049
N: 1.190 -1.610 2.096  0.171
H: -6.666 4.157 -1.700  0.111
F: -4.360 -1.636 -2.761  0.152
F: -4.232 -3.702 -2.117  0.152
H: 5.316 5.878 -2.486  0.112
H: 1.099 -4.749 1.193  0.148
C: 1.882 4.225 -2.220  -0.100
C: 3.222 6.052 -2.883  -0.044
C: 4.127 -0.605 0.416  -0.098
H: 3.328 7.027 -3.338  0.112
C: -2.371 0.813 1.926  -0.273
C: 3.113 0.426 0.081  -0.241
C: -4.819 4.440 -2.740  -0.045
C: 5.435 -0.770 0.027  0.021
H: -2.825 4.591 -3.576  0.122
O: -2.656 -0.220 -5.018  -0.230
H: -2.012 -0.779 6.921  0.113
N: 0.585 -3.724 3.139  -0.155
C: 1.954 5.471 -2.796  0.018
H: 0.755 -2.325 4.763  0.064
O: -1.732 0.632 -2.901  -0.411
C: -1.405 -1.208 2.177  -0.219
Pb: -0.325 0.082 -0.701  1.539
C: 2.523 2.267 -1.241  -0.233
C: -0.051 0.156 -4.829  -0.689
O: -1.374 -3.860 -2.347  -0.272
C: 4.350 5.399 -2.401  -0.046
C: 4.259 4.135 -1.812  0.012
C: 0.629 -2.948 1.958  -0.419
C: -1.695 -0.647 3.573  -0.072
H: -1.437 -3.752 3.850  0.071
C: -5.599 3.985 -1.682  -0.045
C: 0.749 3.322 -1.927  -0.225
N: -1.228 -1.747 -3.558  -0.290
C: -1.514 3.165 -1.370  -0.267
N: 1.927 0.155 0.744  0.095
C: 2.122 -0.992 1.367  -0.249
N: 1.185 -2.321 -0.885  0.091
H: -1.116 -4.711 2.402  0.096
F: -0.083 1.457 -5.117  0.143
H: 5.132 3.621 -1.435  0.118
C: 3.005 3.575 -1.740  -0.104
H: 5.920 -0.056 -0.623  0.123
H: 7.130 -2.071 0.224  0.114
H: 1.264 -3.993 5.074  0.100
H: 1.072 5.973 -3.168  0.123
H: -5.293 4.956 -3.564  0.112
C: -3.438 4.241 -2.758  0.018
C: -2.895 3.567 -1.688  -0.111
H: -3.137 1.372 6.535  0.112
N: -0.470 3.701 -2.025  0.245
N: 0.924 -3.808 0.878  0.181
F: -3.760 -3.164 -4.163  0.166
H: -1.148 -2.108 5.066  0.076
N: -1.748 -0.117 1.277  0.009

=====

What did we get for energy relative to the best compared isomer or geometry (same formula, charge and spin)? Answer: 52.8; 453.4; 58.1 kcal/mol, in the order shown.
What did we get for DFT total energy? Answer: -568.35621; -64810.49137; -4120.08021 Eh, in the order shown.